This record from the Open Molecules 2025 dataset describes 16 unconnected molecules or ions with the total composition C4H30BO23 in a non-equilibrium geometry. The level of theory is ωB97M-V with the def2-TZVPD basis set.

Each line ends with the natural charge from an NBO analysis.
Geometry (Å):
1 O -0.1236 2.8403 -2.7802  -0.5804
2 C 0.0136 2.2359 -1.7585  0.6964
3 O -0.0166 0.9177 -1.6260  -0.6561
4 B 0.1701 0.5845 -0.1860  1.1939
5 O 0.2280 1.8840 0.5056  -0.6741
6 C 0.1383 2.8680 -0.3656  0.6964
7 O 0.0499 4.0273 -0.1062  -0.5666
8 O 1.3886 -0.1923 0.1273  -0.6384
9 C 1.0669 -1.3662 0.6119  0.7057
10 O 1.8136 -2.2398 0.9517  -0.5671
11 C -0.4581 -1.4111 0.7042  0.6991
12 O -0.9520 -0.2510 0.3077  -0.6687
13 O -1.1599 -2.3629 0.9563  -0.6263
14 O 1.3646 1.9704 3.2997  -0.9646
15 H 0.8612 2.7662 3.5116  0.4834
16 H 1.1571 1.8188 2.3711  0.4760
17 O 0.3961 -4.0004 3.0907  -0.9597
18 H -0.2297 -3.3388 2.7739  0.4895
19 H 0.9938 -3.5080 3.6609  0.4676
20 O -2.0008 -2.2679 3.8229  -0.9448
21 H -2.6457 -2.1883 4.5313  0.4715
22 H -2.4342 -1.8948 3.0476  0.4750
23 O -2.9894 4.4558 -1.8039  -0.9567
24 H -2.3437 5.0147 -2.2464  0.4641
25 H -2.7455 3.5555 -2.0590  0.4892
26 O 3.1443 -5.0073 1.3867  -0.9490
27 H 2.5740 -4.2805 1.6683  0.4891
28 H 3.1517 -5.6131 2.1320  0.4595
29 O 0.2098 6.4726 1.3079  -0.9497
30 H -0.3227 6.3319 0.5172  0.4876
31 H 1.0089 5.9630 1.1361  0.4871
32 O 3.5309 -3.5808 -1.5980  -0.9637
33 H 3.1408 -2.9929 -2.2563  0.4825
34 H 2.8892 -3.5980 -0.8804  0.4770
35 O -3.2271 1.4871 -1.7114  -0.9597
36 H -2.8651 0.6623 -1.3682  0.4857
37 H -3.9027 1.2071 -2.3360  0.4781
38 O 0.7564 4.4626 -5.1211  -0.9530
39 H 0.2159 3.9426 -4.5117  0.4932
40 H 0.2060 4.5787 -5.9001  0.4576
41 O 4.3759 -0.4803 1.3384  -0.9493
42 H 4.8259 -0.5621 0.4929  0.4643
43 H 3.5088 -0.8731 1.1746  0.4790
44 O -3.8897 -1.5854 -0.2332  -0.9452
45 H -3.2693 -0.9790 0.1881  0.4737
46 H -3.6859 -2.4364 0.1675  0.4728
47 O -0.7806 4.4965 3.0394  -0.9850
48 H -0.5768 5.2668 2.4698  0.4969
49 H -1.2984 3.9152 2.4748  0.4669
50 O -1.5093 -2.4138 -2.0028  -0.9562
51 H -1.7504 -2.3614 -1.0738  0.4716
52 H -1.7279 -3.3176 -2.2489  0.4782
53 O 2.1405 -1.2546 -2.8283  -0.9600
54 H 1.1990 -1.0834 -2.9526  0.4903
55 H 2.5672 -0.4152 -3.0232  0.4748
56 O -0.5953 -5.1657 -0.6110  -0.9486
57 H -1.1034 -5.9613 -0.4295  0.4616
58 H -0.4832 -4.7421 0.2499  0.4878

Output
Gap between HOMO and LUMO = 10.07 eV
E = -1926.17205 Eh
Total charge = -1
F_max = 1.35 eV/Å

This record from the Open Molecules 2025 dataset describes 16 unconnected molecules or ions with the total composition C4H30BO23 in a non-equilibrium geometry. The level of theory is ωB97M-V with the def2-TZVPD basis set.

Each line ends with the natural charge from an NBO analysis.
Geometry (Å):
1 O 2.8877 0.1422 1.9327  -0.4963
2 C 1.8810 -0.0806 1.2504  0.7157
3 O 0.6044 0.0604 1.5408  -0.6264
4 B -0.2468 -0.2090 0.3740  1.2050
5 O 0.7266 -0.6638 -0.6494  -0.5424
6 C 1.9616 -0.4953 -0.2642  0.7480
7 O 3.0816 -0.6923 -0.8307  -0.4744
8 O -1.0579 0.9872 0.0378  -0.6908
9 C -2.3508 0.8533 0.2799  0.7497
10 O -3.2570 1.6541 0.2003  -0.5623
11 C -2.4259 -0.6267 0.8337  0.7076
12 O -1.2192 -1.1960 0.7659  -0.6377
13 O -3.3972 -1.1341 1.4059  -0.5869
14 O 5.4127 -0.9309 -2.1242  -0.7041
15 H 4.8493 -0.9297 -1.3504  0.4844
16 H 4.9766 -0.3414 -2.7394  0.4997
17 O -5.8371 1.9063 -0.9607  -0.9479
18 H -5.0140 1.7367 -0.5026  0.4748
19 H -5.5719 2.1597 -1.8449  0.4693
20 O -3.0522 3.9188 -1.4812  -0.9444
21 H -2.3260 4.2318 -0.9419  0.4623
22 H -3.4435 3.2108 -0.9695  0.4762
23 O 3.5198 -3.0951 1.4084  -0.9402
24 H 4.1887 -2.5240 1.0307  0.4602
25 H 4.0149 -3.7698 1.8731  0.4819
26 O -3.4106 -0.6394 4.6713  -0.9500
27 H -3.8716 -0.2939 3.9069  0.4767
28 H -3.4720 -1.5901 4.5793  0.4770
29 O 0.5782 3.0207 -1.0550  -0.9318
30 H 1.4569 3.3782 -0.9274  0.4688
31 H 0.3575 2.6201 -0.2141  0.4653
32 O 4.9264 1.3860 0.6048  -0.9244
33 H 4.9730 0.4915 0.9425  0.4773
34 H 4.2425 1.8045 1.1276  0.5032
35 O 4.7947 1.8608 -2.1576  -0.8934
36 H 5.0768 1.4107 -1.3613  0.4950
37 H 4.0924 2.4432 -1.8680  0.4765
38 O -0.3634 -3.2631 -1.9389  -0.9354
39 H -1.0158 -3.7252 -1.4125  0.4775
40 H 0.4756 -3.5011 -1.5445  0.4636
41 O 2.7262 -2.1882 -3.6179  -0.8578
42 H 2.2900 -1.5899 -4.2245  0.4801
43 H 2.8994 -1.6575 -2.8404  0.4637
44 O -1.5188 1.2748 -2.9885  -0.9300
45 H -1.3768 1.6741 -2.1302  0.4700
46 H -1.5497 0.3343 -2.8134  0.4611
47 O -4.3404 -1.9597 -1.6264  -0.9622
48 H -5.1112 -2.2888 -2.0887  0.4721
49 H -4.5506 -2.0719 -0.6993  0.4811
50 O -4.5479 -3.4386 0.7691  -0.9629
51 H -5.2419 -3.5979 1.4088  0.4692
52 H -4.0787 -2.6766 1.1088  0.4826
53 O 2.9899 3.1534 1.7115  -0.9568
54 H 2.4465 2.3938 1.9213  0.4724
55 H 2.7744 3.7965 2.3869  0.4955
56 O -0.2916 -0.4808 4.2441  -0.9492
57 H -1.1236 -0.0827 4.5002  0.4845
58 H -0.1416 -0.1698 3.3513  0.4600

Output
Spin multiplicity = 2
Gap between HOMO and LUMO (spin up / spin down) = 8.11 / 2.77 eV
E = -1925.83373 Eh
Expectation value of S² = 0.76
F_max = 4.40 eV/Å

This record from the Open Molecules 2025 dataset describes 11 unconnected molecules or ions with the total composition C4H31N2O11 in a non-equilibrium geometry. The level of theory is ωB97M-V with the def2-TZVPD basis set.

Each line ends with the natural charge from an NBO analysis.
Geometry (Å):
1 O -0.2037 0.6643 2.4443  -0.1302
2 C 0.8116 0.9330 1.8500  0.6474
3 N 1.8393 1.5270 2.5551  -0.6597
4 C 0.9052 1.0993 0.2831  -0.3251
5 N -0.4466 0.8764 -0.3632  -0.6148
6 C -1.4346 1.9096 0.0390  -0.2631
7 C -0.8024 3.3150 -0.3151  -0.6433
8 H 2.7856 1.3837 2.2176  0.4431
9 H 1.8756 1.5838 3.4993  0.4279
10 H 1.4683 2.0861 0.0211  0.3275
11 H 1.4388 0.1644 -0.1124  0.3432
12 H -0.8521 -0.0888 -0.2145  0.5010
13 H -0.4593 0.8313 -1.4347  0.5299
14 H -1.6836 1.8837 1.1404  0.2718
15 H -2.4535 1.8271 -0.4549  0.2716
16 H 0.2667 3.3044 -0.2598  0.1933
17 H -1.3735 4.2198 0.1755  0.2787
18 H -0.9283 3.3932 -1.4121  0.2353
19 H 5.2563 0.5003 -0.4408  0.4783
20 H 4.4013 1.0269 0.6281  0.4648
21 O 4.6872 0.2061 0.2580  -0.9554
22 H -0.7229 -1.3633 1.5171  0.4560
23 H -1.0596 -2.9656 1.5794  0.5189
24 O -0.8851 -2.1873 0.9531  -0.9679
25 H -2.0620 -2.9722 -3.4870  0.4857
26 H -2.0617 -4.0769 -2.3599  0.5039
27 O -1.6564 -3.2934 -2.7526  -0.9612
28 H -4.0984 -3.3621 1.2462  0.4940
29 H -3.5049 -2.1267 0.3619  0.4875
30 O -3.6097 -3.0413 0.5360  -0.9803
31 H 0.7877 1.1223 -3.4366  0.5047
32 H 0.9427 -0.2829 -2.8180  0.5430
33 O 0.6489 0.6550 -2.6095  -0.9872
34 H -4.3918 2.2551 1.7461  0.4945
35 H -3.5246 2.4344 2.9912  0.4888
36 O -3.5284 2.1116 2.1093  -0.9646
37 H -0.5094 -3.7092 -0.6544  0.5028
38 H 0.7146 -4.5121 -1.3437  0.4970
39 O 0.4637 -3.7142 -0.8512  -0.9734
40 H -2.1249 -0.2610 -2.5290  0.4809
41 H -2.0088 -1.6795 -1.8176  0.5298
42 O -2.0722 -0.6833 -1.7218  -1.0125
43 H 1.5189 -2.3711 -1.2841  0.5260
44 H 2.5401 -1.3043 -1.0630  0.4806
45 O 1.7382 -1.4371 -1.5008  -0.9944
46 H 3.7783 3.4292 1.2643  0.4864
47 H 4.3151 3.1798 0.0533  0.4959
48 O 3.8053 2.7302 0.6596  -0.9572

Output
Spin multiplicity = 2
Gap between HOMO and LUMO (spin up / spin down) = 8.80 / 3.78 eV
E = -1107.42151 Eh
Total charge = +2
Expectation value of S² = 0.76
F_max = 4.73 eV/Å

This record from the Open Molecules 2025 dataset describes 12 unconnected molecules or ions with the total composition C4H32NO11 in a non-equilibrium geometry. The level of theory is ωB97M-V with the def2-TZVPD basis set.

Each line ends with the natural charge from an NBO analysis.
Geometry (Å):
1 C 1.8213 1.4392 3.1974  -0.5901
2 C 0.8158 2.0928 2.1970  -0.4513
3 C -0.4920 1.3773 2.1821  0.1617
4 C -1.5595 1.7399 2.8777  -0.3932
5 N -0.4920 0.0379 1.5520  -0.7451
6 H 2.7797 1.7713 2.8056  0.2158
7 H 1.6558 1.7425 4.2320  0.2289
8 H 1.6960 0.3561 3.1893  0.2108
9 H 0.6448 3.1448 2.4483  0.2400
10 H 1.3152 2.1076 1.2193  0.2032
11 H -1.6164 2.7364 3.2642  0.2286
12 H -2.3185 1.0572 3.2238  0.2244
13 H -1.1506 -0.0534 0.7656  0.4862
14 H -0.8193 -0.6013 2.2869  0.4487
15 H 0.4011 -0.3052 1.1802  0.4775
16 H 3.5753 -1.4080 1.1932  0.5083
17 H 2.7687 -2.6542 0.6064  0.4647
18 O 2.7111 -1.8446 1.1164  -0.9753
19 H -0.8099 2.9568 -1.3791  0.4689
20 H -1.9062 1.8591 -1.1615  0.4935
21 O -1.1608 2.1370 -1.7171  -0.9746
22 H -1.9972 -1.6074 -2.8078  0.5113
23 H -3.3664 -0.9933 -2.6257  0.4800
24 O -2.6028 -1.2798 -2.1177  -0.9910
25 H 4.2053 0.3888 -0.5279  0.4924
26 H 3.9476 1.3044 0.6893  0.4754
27 O 3.8890 0.4150 0.3681  -0.9614
28 H 0.9694 1.0877 -0.9030  0.4833
29 H 0.5236 -0.0389 -1.9314  0.4853
30 O 0.5608 0.2304 -1.0109  -0.9654
31 H 0.5252 -3.4376 0.7580  0.4808
32 H -0.6647 -2.9331 0.0501  0.4679
33 O -0.3325 -3.0429 0.9427  -0.9449
34 H -3.2118 -0.1352 -0.4128  0.5149
35 H -3.2460 1.1308 0.3284  0.4891
36 O -2.5916 0.5151 -0.0392  -0.9577
37 H -2.3522 -2.3111 1.3341  0.4681
38 H -3.8495 -2.3424 1.7756  0.4769
39 O -2.9358 -2.3948 2.0913  -0.9428
40 H -1.5577 0.8952 -3.9304  0.4838
41 H -1.0423 -0.1232 -4.9613  0.4727
42 O -1.8282 0.1689 -4.4856  -0.9549
43 H 0.2521 -3.2286 -2.6032  0.4748
44 H 0.8647 -1.9647 -2.3719  0.4689
45 O 0.1456 -2.3156 -2.9216  -0.9408
46 H 3.0433 0.3921 -3.7963  0.4760
47 H 1.9716 1.1471 -3.2330  0.4618
48 O 2.8208 0.7837 -2.9376  -0.9361

Output
Gap between HOMO and LUMO = 10.78 eV
E = -1053.72762 Eh
Total charge = +1
F_max = 1.84 eV/Å

This record from the Open Molecules 2025 dataset describes 12 unconnected molecules or ions with the total composition C4H33N2O12 in a non-equilibrium geometry. The level of theory is ωB97M-V with the def2-TZVPD basis set.

Each line ends with the natural charge from an NBO analysis.
Geometry (Å):
1 N 2.3671 1.1385 -2.0080  -0.7423
2 C 1.1957 0.3785 -2.5139  -0.2312
3 C 0.9720 -0.8511 -1.6562  -0.2324
4 N 1.1368 -0.4753 -0.2726  -0.6793
5 C 0.0113 0.2387 0.3239  -0.3273
6 C 0.4632 1.6338 0.7114  0.0533
7 O 1.6834 2.0099 0.6041  -0.8663
8 H 2.4198 2.0633 -2.4209  0.4160
9 H 3.2454 0.5968 -2.1355  0.4583
10 H 2.2704 1.2227 -0.9668  0.4948
11 H 0.3318 1.0397 -2.5161  0.2268
12 H 1.3709 0.1102 -3.5575  0.2006
13 H 1.7083 -1.6243 -1.8867  0.2031
14 H 0.0037 -1.2837 -1.9310  0.1904
15 H 1.3404 -1.2930 0.2776  0.3906
16 H -0.8535 0.2548 -0.3439  0.1789
17 H -0.3943 -0.2774 1.2137  0.1647
18 H -0.3073 2.3147 1.0848  0.1172
19 H -3.5654 4.0024 -1.7408  0.4953
20 H -3.5091 5.4728 -2.1104  0.4511
21 O -3.1628 4.6235 -2.3931  -0.9766
22 H -4.9131 -0.1803 -2.1441  0.4728
23 H -3.5320 -0.5246 -1.4681  0.5158
24 O -4.1028 0.2082 -1.8081  -0.9906
25 H -0.6152 -0.0271 3.4785  0.5220
26 H -1.0812 -1.0840 4.4556  0.4720
27 O -1.3856 -0.6116 3.6839  -0.9949
28 H 3.9127 0.6069 2.1699  0.4851
29 H 2.6929 0.7073 1.2350  0.5284
30 O 3.0968 0.1370 1.9543  -1.0164
31 H 4.9520 -1.2651 -2.1900  0.4834
32 H 4.0641 -1.2370 -0.8973  0.5206
33 O 4.2880 -0.7493 -1.7285  -1.0105
34 H -2.9160 -2.7277 -0.9983  0.4689
35 H -2.7527 -1.8481 0.2363  0.5173
36 O -2.5818 -1.8636 -0.7415  -0.9927
37 H 1.6537 0.4954 2.8404  0.5097
38 H 1.0271 1.5400 3.7839  0.4777
39 O 0.8007 0.8758 3.1258  -0.9724
40 H -4.1500 1.8388 -1.1362  0.5123
41 H -5.0432 2.8716 -0.3933  0.4655
42 O -4.1389 2.7096 -0.6746  -0.9759
43 H 2.9811 -2.7265 0.6539  0.4933
44 H 3.5341 -1.3446 1.1277  0.5137
45 O 3.7106 -2.1001 0.5133  -0.9998
46 H -3.9227 -1.5969 2.2582  0.4791
47 H -2.4205 -1.3871 2.5498  0.5245
48 O -3.0512 -1.8182 1.9172  -1.0009
49 H 0.6383 -4.0885 1.0945  0.4784
50 H -0.1568 -2.9514 0.4505  0.4938
51 O 0.6838 -3.1546 0.8893  -0.9656

Output
Spin multiplicity = 2
Gap between HOMO and LUMO (spin up / spin down) = 3.54 / 7.69 eV
E = -1184.53428 Eh
Expectation value of S² = 0.75
F_max = 2.80 eV/Å

This record from the Open Molecules 2025 dataset describes 16 unconnected molecules or ions with the total composition C4H33O17. The level of theory is ωB97M-V with the def2-TZVPD basis set.

Each line ends with the natural charge from an NBO analysis.
Geometry (Å):
1 C 1.5111 -1.0014 -0.0390  -0.2744
2 C 0.3572 -1.2642 -0.1878  0.0435
3 C -1.0873 -1.1570 -0.2995  -0.6164
4 C -1.5408 0.3205 -0.1600  0.8005
5 O -0.6722 1.2197 -0.1743  -0.7843
6 O -2.7877 0.5109 -0.0734  -0.8469
7 H 2.4732 -0.5743 -0.1472  0.2169
8 H -1.5704 -1.8075 0.4232  0.2375
9 H -1.3499 -1.4880 -1.3037  0.2421
10 O -4.6151 -1.2096 1.2557  -0.9772
11 H -4.8947 -1.5793 0.4104  0.4742
12 H -4.4430 -0.2795 1.0442  0.5051
13 O -4.9041 -0.1428 -2.2073  -0.9877
14 H -5.7221 0.1728 -1.8058  0.4720
15 H -4.2105 0.1955 -1.6213  0.5023
16 O 2.1767 1.9746 0.0404  -0.9925
17 H 2.1738 2.7368 0.6232  0.4735
18 H 1.2459 1.8615 -0.2453  0.5321
19 O 0.6828 -0.8697 2.7923  -0.9463
20 H 0.0793 -0.1176 2.7940  0.4789
21 H 1.0623 -0.8752 3.6815  0.4779
22 O -7.7191 0.9822 -1.4583  -0.9398
23 H -8.0016 0.6021 -2.2965  0.4720
24 H -7.5459 1.9080 -1.6584  0.4739
25 O 1.5192 -3.0776 -2.4712  -0.9243
26 H 2.1383 -3.6378 -1.9950  0.4634
27 H 1.9065 -2.9884 -3.3477  0.4629
28 O 3.6384 1.3832 -2.3123  -1.0020
29 H 3.1534 1.5407 -1.4798  0.5167
30 H 3.0317 1.6752 -2.9983  0.4753
31 O 6.4834 1.8791 -3.6600  -0.9728
32 H 5.6439 1.5376 -3.3284  0.4844
33 H 6.7744 1.2127 -4.2947  0.4813
34 O -3.3270 3.8061 0.5971  -0.9683
35 H -3.1750 2.9880 0.0999  0.5014
36 H -3.1301 3.5509 1.5017  0.4622
37 O 2.1010 -0.0778 5.6944  -0.9535
38 H 1.4261 0.3940 6.1936  0.4775
39 H 2.9032 0.0462 6.2108  0.4796
40 O -1.4215 -2.3750 4.1650  -0.9705
41 H -2.1269 -2.7920 3.6616  0.4682
42 H -0.7092 -2.2434 3.5191  0.4924
43 O -7.3111 -2.5989 0.7414  -0.9552
44 H -8.1263 -2.2833 1.1397  0.4610
45 H -6.6149 -2.2541 1.3182  0.4888
46 O 4.8620 -1.4058 -2.5382  -0.9673
47 H 4.8226 -1.8871 -1.7074  0.4624
48 H 4.4223 -0.5648 -2.3437  0.4971
49 O 2.7624 2.6408 6.0212  -0.9584
50 H 2.5120 2.2277 5.1861  0.4861
51 H 3.0154 3.5385 5.7870  0.4699
52 O 7.2563 -0.0046 -5.9483  -0.9430
53 H 6.5657 -0.4853 -6.4144  0.4765
54 H 7.9506 0.1251 -6.6003  0.4713

Output
Gap between HOMO and LUMO = 7.69 eV
E = -1451.32384 Eh
Total charge = -1
F_max = 0.84 eV/Å

Which value of F_max does entry 5 give?
2.80 eV/Å

Which of these has the highest F_max?
C4H31N2O11

The lowest E belongs to which entry?
number 1

Number 6 is which compound?
C4H33O17